Arrangement a

Below is a gas-phase ion, C6H10N5 (charge +1), with properties calculated with the ωB97M-V functional and the def2-TZVPD basis.

Last column: Löwdin charge in e.
Atoms and positions in Å:
C: 1.552 1.205 0.100  -0.10
C: 1.307 -0.692 -1.380  0.00
C: -1.265 -1.073 -0.740  -0.43
C: 0.938 -2.098 -1.409  -0.10
C: -0.508 0.405 1.174  -0.10
C: 0.633 2.348 2.002  -0.02
N: 1.658 0.164 -0.635  0.10
N: -0.786 -0.525 0.311  0.16
N: -0.603 -2.111 -1.340  0.12
N: 0.414 1.337 0.978  -0.12
N: -2.534 -0.681 -0.974  0.21
H: 2.182 2.132 0.049  0.16
H: 1.336 -2.553 -2.289  0.11
H: 1.532 -2.724 -0.575  0.17
H: -1.020 0.430 2.264  0.20
H: 1.682 2.044 2.280  0.13
H: -0.098 2.400 2.843  0.12
H: 0.492 3.241 1.577  0.05
H: -1.184 -2.627 -1.943  0.13
H: -2.912 -0.007 -0.363  0.11
H: -2.817 -0.614 -1.931  0.12

Summary:
- Net charge: +1
- Kohn-Sham gap (spin up / spin down): 7.77 / 7.77 eV
- E_LUMO (spin up / spin down): -0.1234 / -0.1234 Eh



Arrangement b

Below is a molecular structure, C6H10N5, with properties calculated with the ωB97M-V functional and the def2-TZVPD basis.

Last column: Löwdin charge in e.
Atoms and positions in Å:
C: -0.106 2.235 0.232  -0.06
C: -0.354 1.704 -0.964  -0.04
C: 0.631 0.178 1.193  0.02
C: -0.573 -0.474 -2.072  -0.01
C: 0.428 -0.367 -0.029  -0.01
C: 0.390 -2.183 -0.817  -0.23
N: 0.335 1.559 1.353  -0.15
N: -0.091 0.321 -1.122  -0.04
N: -0.473 -1.831 -1.831  0.05
N: -0.189 -2.947 0.171  0.09
N: 0.631 2.298 2.569  0.06
H: -0.448 3.280 0.301  0.14
H: -0.964 2.287 -1.690  0.15
H: 1.071 -0.220 2.098  0.13
H: -1.030 -0.117 -2.961  0.15
H: 1.299 -2.471 -1.196  0.12
H: -0.988 -2.468 -2.529  0.21
H: -1.077 -2.742 0.662  0.13
H: 0.390 -3.509 0.702  0.07
H: 1.015 3.262 2.493  0.11
H: 0.103 2.205 3.437  0.10

Summary:
- Net charge: +1
- Kohn-Sham gap (spin up / spin down): 7.57 / 7.57 eV
- E_LUMO (spin up / spin down): -0.1239 / -0.1239 Eh



Which structure is the least stable? The one labeled arrangement a.



Arrangement a

Below is 2 unconnected molecules or ions with the total composition C2H3Cl2N, with properties calculated with the ωB97M-V functional and the def2-TZVPD basis.

Last column: Löwdin charge in e.
Atoms and positions in Å:
C: -0.600 1.055 0.712  -0.21
C: 1.045 -1.838 -0.700  -1.08
N: -1.272 0.998 -0.322  0.00
Cl: 1.191 -1.088 -2.212  0.52
Cl: 2.244 -1.433 0.358  0.56
H: 0.026 1.937 0.974  0.07
H: -0.758 0.249 1.496  0.08
H: -1.875 0.120 -0.307  0.07

Summary:
- Kohn-Sham gap: 8.49 eV
- E_LUMO: -0.0348 Eh



Arrangement b

Below is C2H3Cl2N in the gas phase, with properties calculated with the ωB97M-V functional and the def2-TZVPD basis.

Last column: Löwdin charge in e.
Atoms and positions in Å:
Cl: -1.716 0.225 -1.222  0.58
C: -0.307 0.568 -0.171  -1.31
Cl: -0.183 2.230 0.246  0.66
C: 0.817 -0.339 -0.076  -0.19
N: -0.277 -0.373 0.879  -0.04
H: 0.868 -1.248 -0.784  0.14
H: 1.744 0.054 0.185  0.08
H: -0.946 -1.117 0.943  0.09

Summary:
- SMILES: ClC1(Cl)CN1
- Kohn-Sham gap: 10.78 eV
- E_LUMO: 0.0323 Eh



Arrangement c

Below is C2H3Cl2N in the gas phase, with properties calculated with the ωB97M-V functional and the def2-TZVPD basis.

Last column: Löwdin charge in e.
Atoms and positions in Å:
C: -1.090 0.001 -0.024  -0.12
C: 0.375 0.140 -0.108  -0.85
Cl: 1.054 1.724 0.107  0.63
N: 1.140 -0.977 -0.112  -0.43
Cl: 2.846 -0.794 -0.134  0.52
H: -1.732 0.466 -0.801  0.10
H: -1.096 -1.052 0.228  0.08
H: -1.496 0.493 0.845  0.07

Summary:
- SMILES: C/C(Cl)=N/Cl
- Kohn-Sham gap: 10.59 eV
- E_LUMO: 0.0189 Eh



Which structure is the least stable? The one labeled arrangement a.



Arrangement a

Below is 2 unconnected molecules or ions with the total composition C5H10NO, with properties calculated with the ωB97M-V functional and the def2-TZVPD basis.

Last column: Löwdin charge in e.
Atoms and positions in Å:
C: -3.812 0.415 0.194  0.05
C: -2.546 0.164 0.200  -0.08
C: 1.921 1.281 -0.438  0.05
C: -1.243 0.017 0.160  -0.19
C: 2.381 0.348 0.352  -0.20
N: 2.050 -1.057 0.154  0.15
O: -0.514 -0.813 -0.688  -0.08
H: -4.348 -0.339 0.773  0.08
H: 1.130 0.954 -1.170  0.09
H: 2.250 2.360 -0.489  0.11
H: -4.285 0.946 -0.633  0.09
H: -0.641 0.693 0.797  0.12
H: 2.903 0.717 1.220  0.12
H: 1.048 -1.065 -0.487  0.18
H: 1.826 -1.388 1.089  0.16
H: 2.859 -1.538 -0.282  0.18
H: -0.978 -1.695 -0.753  0.16

Summary:
- Net charge: +1
- Kohn-Sham gap: 9.67 eV
- E_LUMO: -0.1245 Eh



Arrangement b

Below is a gas-phase ion, C5H10NO (charge +1), with properties calculated with the ωB97M-V functional and the def2-TZVPD basis.

Last column: Löwdin charge in e.
Atoms and positions in Å:
C: 0.372 1.693 1.472  0.10
C: 0.007 0.369 0.653  -0.29
C: 0.769 -0.854 0.739  0.03
N: 0.657 -0.280 -0.535  0.04
C: -0.359 -0.739 -1.497  -0.06
C: -1.611 -0.613 -0.715  -0.14
O: -1.402 0.371 0.322  0.00
H: -0.051 2.580 1.173  0.06
H: 1.543 1.787 1.364  0.15
H: 0.072 1.482 2.388  0.04
H: 1.673 -0.848 1.347  0.17
H: 0.345 -1.812 0.662  0.14
H: 1.292 0.283 -1.068  0.20
H: -0.259 -1.783 -1.733  0.14
H: -0.362 -0.287 -2.530  0.17
H: -2.495 -0.288 -1.244  0.15
H: -1.858 -1.584 -0.368  0.12

Summary:
- SMILES: C[C@]12C[N@H+]1CCO2
- Net charge: +1
- Kohn-Sham gap: 11.95 eV
- E_LUMO: -0.1140 Eh



Arrangement c

Below is a gas-phase ion, C5H10NO (charge +1), with properties calculated with the ωB97M-V functional and the def2-TZVPD basis.

Last column: Löwdin charge in e.
Atoms and positions in Å:
N: -2.672 -0.225 -0.945  0.19
C: -1.459 0.492 -0.403  -0.05
C: -0.438 -0.329 -0.098  -0.06
C: 0.515 -0.056 1.044  -0.18
C: 1.867 0.601 0.745  -0.13
C: 2.535 -0.174 -0.344  -0.25
O: 2.316 -1.339 -0.569  0.06
H: -3.223 0.437 -1.496  0.17
H: -3.269 -0.512 -0.170  0.17
H: -2.432 -1.041 -1.502  0.17
H: -1.639 1.483 -0.009  0.13
H: -0.321 -1.220 -0.713  0.12
H: 0.690 -1.058 1.445  0.13
H: -0.033 0.510 1.798  0.12
H: 2.413 0.494 1.680  0.13
H: 1.794 1.647 0.445  0.12
H: 3.357 0.290 -0.909  0.13

Summary:
- SMILES: [NH3+]/C=C/CCC=O
- Net charge: +1
- Kohn-Sham gap: 9.22 eV
- E_LUMO: -0.1444 Eh



Arrangement d

Below is a molecular structure, C5H10NO, with properties calculated with the ωB97M-V functional and the def2-TZVPD basis.

Last column: Löwdin charge in e.
Atoms and positions in Å:
C: 2.370 -1.236 0.148  0.04
C: -1.697 -1.496 0.826  -0.07
C: -0.459 -0.688 0.366  -0.22
C: -0.378 0.050 -0.826  -0.03
C: 1.627 1.025 -0.096  -0.17
N: 2.292 -0.001 0.344  0.00
O: 0.620 0.919 -1.058  0.06
H: 2.888 -1.764 0.957  0.12
H: -2.558 -0.889 1.128  0.08
H: -2.002 -2.240 -0.037  0.13
H: -1.443 -2.225 1.727  0.13
H: 0.409 -1.340 0.681  0.12
H: -0.173 0.423 1.112  0.16
H: 2.235 -1.775 -0.780  0.12
H: -1.169 0.071 -1.586  0.17
H: 2.197 1.918 -0.251  0.16
H: 0.626 1.049 1.266  0.22

Summary:
- Net charge: +1
- Kohn-Sham gap: 8.43 eV
- E_LUMO: -0.1972 Eh



Which structure is the least stable? The one labeled arrangement d.



Arrangement a

Below is a gas-phase ion, C5H10NO (charge +1), with properties calculated with the ωB97M-V functional and the def2-TZVPD basis.

Last column: Löwdin charge in e.
Atoms and positions in Å:
C: -1.574 1.308 -1.979  0.05
C: -0.485 0.699 -1.495  -0.17
C: -0.338 0.484 -0.007  -0.16
C: 0.342 -0.822 0.437  -0.23
N: 0.175 -0.967 1.936  0.26
C: 1.813 -0.649 0.112  -0.18
O: 2.593 -0.386 0.981  0.12
H: -2.319 1.510 -1.217  0.07
H: -1.593 1.750 -2.962  0.07
H: 0.226 0.367 -2.242  0.10
H: 0.183 1.382 0.340  0.14
H: -1.338 0.562 0.425  0.12
H: -0.126 -1.669 -0.062  0.17
H: 0.847 -0.332 2.348  0.16
H: 0.325 -1.919 2.163  0.16
H: -0.759 -0.649 2.190  0.18
H: 2.029 -0.668 -0.967  0.15

Summary:
- SMILES: C=CC[C@H]([NH3+])C=O
- Net charge: +1
- Kohn-Sham gap: 9.98 eV
- E_LUMO: -0.1352 Eh



Arrangement b

Below is a gas-phase ion, C5H10NO (charge +1), with properties calculated with the ωB97M-V functional and the def2-TZVPD basis.

Last column: Löwdin charge in e.
Atoms and positions in Å:
C: 2.519 0.756 -0.404  0.03
C: 1.668 -0.262 -0.536  -0.19
C: 0.572 -0.545 0.477  -0.17
C: -0.719 0.233 0.176  -0.24
N: -1.845 -0.213 1.061  0.24
C: -1.235 0.071 -1.253  -0.15
O: -2.427 0.006 -1.475  0.09
H: 2.662 1.339 0.509  0.08
H: 3.240 1.048 -1.208  0.09
H: 1.750 -1.014 -1.393  0.14
H: 0.318 -1.606 0.462  0.12
H: 0.905 -0.307 1.508  0.14
H: -0.596 1.344 0.360  0.19
H: -1.883 -1.167 1.103  0.13
H: -2.742 0.070 0.636  0.17
H: -1.704 0.146 2.026  0.20
H: -0.484 0.101 -2.046  0.14

Summary:
- SMILES: C=CC[C@H]([NH3+])C=O
- Net charge: +1
- Kohn-Sham gap: 9.86 eV
- E_LUMO: -0.1465 Eh



Which structure is the least stable? The one labeled arrangement a.